Here is one molecule with the formula C5H9NO2 from OMol25. Energies are from the ωB97M-V functional and the def2-TZVPD basis.

ΔE to the lowest compared entry with this formula, charge and spin in kJ/mol: 400.2
HOMO level in eV: -9.226
2S+1: 1
Structure (SMILES): C=C(OC)/C(O)=N/C
Total charge: 0
Frontier orbital gap in eV: 9.84

Geometry (Å):
C1 0.345 1.906 -1.068
C2 0.282 0.597 -0.959
O1 1.455 -0.508 -0.525
C3 2.453 -0.008 0.346
C4 -0.589 -0.354 -0.297
O2 -0.806 -1.527 -0.954
N1 -1.348 0.111 0.647
C5 -2.463 -0.739 1.041
H1 -0.546 2.508 -0.909
H2 1.300 2.408 -1.170
H3 3.161 0.610 -0.216
H4 3.013 -0.852 0.764
H5 1.994 0.552 1.173
H6 0.037 -1.816 -1.341
H7 -3.096 -1.028 0.196
H8 -2.102 -1.659 1.518
H9 -3.090 -0.199 1.754

***

Here is C26H39N3O2Pd as an isolated structure from OMol25. Energies are from the ωB97M-V functional and the def2-TZVPD basis.

ΔE to the lowest compared entry with this formula, charge and spin in kJ/mol: 12.0
HOMO level in eV: 0.048
2S+1: 1
Total charge: -2
Frontier orbital gap in eV: 4.66

Geometry (Å):
Pd1 -0.254 1.080 0.136
C1 1.081 -0.183 2.374
C2 0.577 -1.491 2.356
C3 -0.842 -1.421 2.365
C4 -1.216 -0.069 2.390
C5 -0.025 0.723 2.396
C6 0.086 2.164 2.846
C7 -2.624 0.427 2.538
C8 -1.807 -2.567 2.246
C9 1.396 -2.747 2.240
C10 2.520 0.232 2.450
H1 0.222 2.249 3.941
H2 -0.809 2.734 2.592
H3 0.932 2.668 2.379
H4 -3.040 0.202 3.532
H5 -3.296 -0.029 1.801
H6 -2.684 1.509 2.394
H7 -2.432 -2.492 1.344
H8 -2.497 -2.630 3.099
H9 -1.281 -3.526 2.193
H10 1.579 -3.240 3.205
H11 2.376 -2.538 1.800
H12 0.912 -3.491 1.595
H13 2.842 0.466 3.478
H14 2.712 1.117 1.835
H15 3.181 -0.559 2.082
C11 3.086 -1.525 -3.301
N1 3.167 -0.255 -2.635
C12 3.985 0.831 -3.091
C13 3.705 1.885 -2.009
O1 4.287 2.962 -1.997
N2 2.791 1.406 -1.125
C14 2.486 0.159 -1.514
N3 1.654 -0.658 -0.886
H16 2.652 -1.434 -4.303
H17 2.465 -2.213 -2.733
H18 4.079 -1.977 -3.398
H19 3.679 1.211 -4.071
H20 5.048 0.577 -3.125
H21 0.868 -0.206 -0.199
H22 1.361 -1.476 -1.392
C15 -0.756 3.107 -1.915
C16 -2.264 2.824 -1.982
C17 -2.808 2.533 -0.574
C18 -2.624 1.738 -2.981
C19 -3.505 2.034 -4.014
C20 -3.905 1.093 -4.966
C21 -3.387 -0.197 -4.851
C22 -2.505 -0.550 -3.840
C23 -1.995 -1.973 -3.744
C24 -0.465 -2.053 -3.825
C25 -2.492 -2.662 -2.465
C26 -2.075 0.413 -2.860
O2 -1.234 0.075 -1.955
H23 -0.553 4.070 -1.439
H24 -0.299 3.103 -2.908
H25 -0.249 2.319 -1.310
H26 -2.757 3.735 -2.337
H27 -2.267 1.671 -0.141
H28 -3.878 2.302 -0.597
H29 -2.647 3.393 0.084
H30 -3.894 3.047 -4.077
H31 -4.590 1.356 -5.764
H32 -3.682 -0.957 -5.573
H33 -2.403 -2.512 -4.605
H34 -0.039 -1.512 -2.977
H35 -0.099 -1.588 -4.746
H36 -0.130 -3.096 -3.806
H37 -2.152 -2.097 -1.595
H38 -2.108 -3.688 -2.390
H39 -3.585 -2.702 -2.449

***

Here is one molecule with the formula C11H13PS from OMol25. Energies are from the ωB97M-V functional and the def2-TZVPD basis.

ΔE to the lowest compared entry with this formula, charge and spin in kJ/mol: 273.7
HOMO level (spin up / spin down) in eV: -7.795 / -7.575
2S+1: 1
Total charge: 0
Frontier orbital gap (spin up / spin down) in eV: 6.81 / 7.36

Geometry (Å):
C1 1.213 -3.112 1.574
C2 0.049 -3.074 0.798
C3 2.257 -2.246 1.368
C4 -0.088 -2.041 -0.132
C5 2.005 -1.113 0.594
C6 0.824 -0.933 -0.148
C7 -1.812 1.932 -0.294
C8 -0.733 2.349 0.333
C9 -1.960 1.001 -1.437
C10 -0.752 0.616 -2.186
C11 -0.185 3.056 1.448
P1 0.894 0.469 -1.257
S1 2.562 0.474 -2.329
H1 1.298 -3.927 2.283
H2 -0.764 -3.736 1.063
H3 3.032 -2.221 2.105
H4 -0.995 -1.891 -0.754
H5 2.817 -0.257 0.480
H6 -2.882 2.431 -0.120
H7 -2.390 0.133 -0.741
H8 -2.778 1.307 -2.090
H9 -1.009 -0.311 -2.778
H10 -0.492 1.266 -3.001
H11 -0.959 3.259 2.330
H12 0.174 4.049 1.040
H13 0.673 2.520 1.851

***

Here is H4NO2P2 as an isolated structure from OMol25. Energies are from the ωB97M-V functional and the def2-TZVPD basis.

ΔE to the lowest compared entry with this formula, charge and spin in kJ/mol: 391.1
HOMO level (spin up / spin down) in eV: -3.832 / -3.394
2S+1: 1
Total charge: -1
Frontier orbital gap (spin up / spin down) in eV: 7.39 / 6.86

Geometry (Å):
N1 -1.084 -1.167 1.012
O1 -2.159 1.178 0.494
O2 -2.238 -0.625 -1.303
P1 0.029 1.571 0.110
P2 -1.434 -0.006 -0.211
H1 -0.495 -0.521 1.466
H2 -0.670 -2.032 0.748
H3 -0.574 2.146 -1.073
H4 2.445 0.708 -0.407

***

Number 1: maximum force 0.09431 Eh/bohr, E_tot -401.02434 Eh. Number 2: maximum force 0.02428 Eh/bohr, E_tot -1456.74017 Eh. Number 3: maximum force 0.06764 Eh/bohr, E_tot -1166.34384 Eh. Number 4: maximum force 0.05915 Eh/bohr, E_tot -890.33103 Eh.